Formula: C51H103ClINO13PS2
Source: the OMol25 dataset
Level of theory: the ωB97M-V functional and the def2-TZVPD basis

The geometry in ORCA input format:
```
! RIJCOSX wB97M-V def2-TZVPD def2/J DEFGRID3
* xyz 1 1
C 2.763 0.205 -2.032
C 2.437 -0.474 -3.522
O 0.977 -0.280 -3.731
C 0.376 -1.526 -4.230
C -0.897 -1.331 -5.234
O -2.006 -0.527 -4.739
C -2.612 -1.015 -3.501
C -3.437 -2.376 -3.842
S -4.353 -1.959 -5.476
N -4.416 -2.863 -2.758
C -4.512 -4.336 -2.954
Cl -3.072 -5.423 -2.572
C -5.849 -5.102 -2.380
C -7.274 -4.532 -2.989
C -4.280 -2.263 -1.402
I -6.194 -2.318 -0.213
C -3.209 -2.926 -0.367
C -3.108 -2.275 1.127
C -1.522 -1.761 1.285
C -1.388 -0.415 2.217
S -0.703 1.092 1.331
O -1.851 2.058 0.859
O 0.108 1.912 2.396
O 0.264 0.711 -0.043
C -3.987 -0.628 -1.372
C -3.734 0.026 -2.892
P -3.148 1.797 -2.552
C -1.973 2.523 -3.849
C -4.764 2.872 -2.732
C -5.695 2.871 -1.385
H 2.190 1.236 -1.920
H 3.922 0.323 -1.869
H 2.321 -0.574 -1.245
H 3.085 0.097 -4.337
H 2.757 -1.599 -3.427
H 1.181 -2.171 -4.830
H -0.002 -2.194 -3.319
H -1.270 -2.386 -5.643
H -0.476 -0.773 -6.202
H -1.874 -1.249 -2.625
H -2.659 -3.183 -4.170
H -3.979 -2.972 -6.410
H -5.349 -2.484 -3.122
H -4.636 -4.474 -4.140
H -5.861 -5.208 -1.191
H -5.769 -6.227 -2.773
H -7.475 -3.398 -2.777
H -7.316 -4.649 -4.176
H -8.199 -5.148 -2.583
H -2.142 -3.057 -0.886
H -3.581 -4.046 -0.176
H -3.232 -3.114 1.950
H -3.749 -1.317 1.316
H -0.840 -2.585 1.784
H -1.043 -1.533 0.216
H -2.467 -0.127 2.618
H -0.741 -0.623 3.192
H -0.089 1.285 -0.810
H -3.003 -0.331 -0.797
H -4.851 0.009 -0.914
H -4.754 0.047 -3.459
H -1.873 3.695 -3.815
H -2.386 2.253 -4.918
H -0.884 2.079 -3.653
H -4.376 3.966 -3.003
H -5.302 2.448 -3.692
H -6.582 3.652 -1.544
H -4.991 3.209 -0.490
H -6.193 1.826 -1.152
C 4.049 -4.171 0.299
C 5.463 -3.843 -0.107
C 5.254 -3.080 -1.396
O 3.990 -2.411 -1.284
C 3.299 -2.932 -0.140
H 3.936 -4.382 1.365
H 3.694 -5.042 -0.264
H 5.922 -3.190 0.644
H 6.100 -4.723 -0.230
H 5.198 -3.758 -2.255
H 6.043 -2.346 -1.582
H 3.314 -2.162 0.639
H 2.258 -3.143 -0.402
C -1.659 4.030 5.251
C -2.143 3.751 6.650
C -3.491 3.110 6.398
O -3.397 2.426 5.141
C -2.186 2.833 4.489
H -0.575 4.140 5.174
H -2.125 4.948 4.873
H -1.473 3.032 7.138
H -2.205 4.642 7.280
H -4.279 3.865 6.310
H -3.771 2.402 7.183
H -1.484 1.993 4.535
H -2.391 3.060 3.439
C 0.741 8.110 7.900
C 0.257 7.831 9.300
C -1.091 7.190 9.048
O -0.997 6.506 7.791
C 0.214 6.913 7.139
H 1.825 8.220 7.823
H 0.275 9.028 7.522
H 0.927 7.112 9.787
H 0.195 8.722 9.929
H -1.879 7.945 8.960
H -1.371 6.482 9.832
H 0.916 6.073 7.184
H 0.009 7.140 6.089
C -2.931 12.492 9.166
C -1.588 12.709 8.519
C -0.820 11.484 8.966
O -1.776 10.426 9.120
C -3.093 10.991 9.064
H -3.744 13.042 8.685
H -2.889 12.793 10.219
H -1.696 12.704 7.428
H -1.105 13.645 8.810
H -0.342 11.647 9.938
H -0.052 11.185 8.246
H -3.539 10.704 8.106
H -3.705 10.579 9.872
C 4.269 1.813 2.065
C 5.612 2.030 1.418
C 6.380 0.805 1.865
O 5.424 -0.252 2.019
C 4.107 0.312 1.964
H 3.456 2.363 1.584
H 4.311 2.114 3.118
H 5.504 2.025 0.327
H 6.095 2.966 1.710
H 6.858 0.969 2.837
H 7.148 0.506 1.146
H 3.661 0.025 1.005
H 3.495 -0.099 2.771
C 2.314 -7.058 -4.175
C 2.273 -6.356 -2.842
C 2.345 -4.900 -3.248
O 1.718 -4.795 -4.534
C 1.519 -6.117 -5.053
H 1.903 -8.070 -4.152
H 3.350 -7.116 -4.531
H 1.316 -6.558 -2.346
H 3.078 -6.651 -2.164
H 3.384 -4.569 -3.355
H 1.840 -4.241 -2.537
H 0.447 -6.338 -5.002
H 1.833 -6.154 -6.100
C 5.078 1.869 -7.894
C 5.090 3.259 -7.314
C 4.135 3.125 -6.148
O 4.232 1.771 -5.685
C 4.967 1.009 -6.654
H 5.960 1.636 -8.496
H 4.189 1.736 -8.522
H 6.095 3.500 -6.948
H 4.790 4.035 -8.024
H 3.100 3.298 -6.460
H 4.373 3.811 -5.330
H 5.954 0.794 -6.231
H 4.455 0.062 -6.844
C 2.014 -12.503 -2.964
C 1.973 -11.802 -1.631
C 2.045 -10.346 -2.037
O 1.418 -10.241 -3.323
C 1.219 -11.563 -3.842
H 1.603 -13.516 -2.940
H 3.050 -12.562 -3.320
H 1.016 -12.004 -1.135
H 2.778 -12.096 -0.953
H 3.084 -10.014 -2.144
H 1.540 -9.686 -1.326
H 0.147 -11.783 -3.790
H 1.533 -11.599 -4.889
*
```

Its electronic energy is -4932.7156 a.u. As for the orbital gap: 6.8 eV. The calculation puts the max |F| at 8.490 eV/A. The HOMO energy comes out at -10.079 eV. Its LUMO energy is -3.30 eV.

Results of the Mulliken charge analysis, in e, for atoms 1 through 2: -0.522 0.339